Molecular formula: C46H66Cl8N6O2
Method: DFT, ωB97M-V/def2-TZVPD

```
128
C46H66Cl8N6O2 ωB97M-V/def2-TZVPD
Cl 12.47 -23.57 -23.64
C 10.86 -24.12 -24.14
C 10.74 -24.67 -25.55
Cl 9.04 -25.03 -25.92
H 10.10 -23.34 -24.00
H 10.59 -24.92 -23.45
H 11.26 -25.63 -25.58
H 11.07 -24.01 -26.33
Cl 9.90 -20.13 -22.81
C 9.62 -19.44 -21.18
C 10.23 -20.32 -20.13
Cl 9.86 -19.79 -18.47
H 8.55 -19.35 -21.03
H 10.11 -18.46 -21.23
H 11.31 -20.41 -20.25
H 9.89 -21.34 -20.28
Cl 5.32 -24.95 -21.10
C 6.95 -25.33 -20.50
C 7.66 -24.04 -20.16
Cl 8.56 -23.39 -21.54
H 7.50 -25.89 -21.25
H 6.78 -25.95 -19.62
H 8.37 -24.14 -19.34
H 7.00 -23.22 -19.89
Cl 5.23 -28.02 -19.47
C 4.50 -28.56 -21.01
C 3.03 -28.23 -21.12
Cl 2.04 -29.10 -19.93
H 4.67 -29.63 -21.07
H 5.08 -28.05 -21.77
H 2.66 -28.41 -22.13
H 2.88 -27.17 -20.95
C 11.51 -23.03 -15.10
C 10.47 -22.68 -16.15
C 10.75 -23.34 -17.50
C 11.99 -22.89 -18.14
N 13.00 -22.54 -18.57
H 11.12 -22.72 -14.13
H 12.51 -22.63 -15.28
H 11.63 -24.11 -15.11
H 10.25 -21.61 -16.25
H 9.50 -23.09 -15.85
H 9.94 -23.40 -18.22
H 10.95 -24.40 -17.31
C 3.99 -25.34 -17.17
C 4.52 -25.59 -15.77
C 5.84 -26.36 -15.81
C 6.92 -25.66 -16.51
N 7.80 -25.14 -17.03
H 3.14 -24.67 -17.24
H 3.62 -26.29 -17.59
H 4.74 -25.05 -17.91
H 3.84 -26.07 -15.07
H 4.75 -24.62 -15.31
H 5.68 -27.32 -16.32
H 6.20 -26.62 -14.81
C 6.22 -19.98 -24.53
C 6.05 -21.09 -23.48
C 6.36 -22.48 -24.04
C 5.51 -22.92 -25.18
N 4.82 -23.29 -26.02
H 6.11 -19.01 -24.06
H 5.59 -20.04 -25.41
H 7.28 -20.03 -24.81
H 5.07 -21.07 -23.00
H 6.77 -20.99 -22.66
H 6.35 -23.21 -23.23
H 7.38 -22.47 -24.43
C 5.87 -26.57 -24.21
C 5.86 -27.89 -24.99
C 4.85 -27.88 -26.13
C 3.47 -27.51 -25.80
N 2.39 -27.22 -25.56
H 4.87 -26.31 -23.85
H 6.17 -25.78 -24.90
H 6.51 -26.54 -23.34
H 5.57 -28.69 -24.31
H 6.89 -28.08 -25.31
H 4.71 -28.89 -26.54
H 5.12 -27.20 -26.95
C 5.18 -20.52 -17.99
C 4.35 -21.79 -18.24
C 2.89 -21.52 -18.56
C 2.68 -20.99 -19.91
N 2.56 -20.54 -20.96
H 4.66 -19.97 -17.20
H 5.21 -19.88 -18.87
H 6.18 -20.77 -17.66
H 4.51 -22.51 -17.43
H 4.76 -22.38 -19.07
H 2.40 -20.96 -17.77
H 2.35 -22.48 -18.57
C 8.53 -31.60 -19.93
C 8.81 -31.89 -21.41
C 7.75 -31.24 -22.30
C 7.74 -29.78 -22.26
N 7.77 -28.64 -22.16
H 9.36 -31.83 -19.25
H 7.70 -32.20 -19.56
H 8.27 -30.55 -19.81
H 8.79 -32.97 -21.54
H 9.81 -31.67 -21.77
H 6.73 -31.55 -22.05
H 7.83 -31.60 -23.33
C 10.57 -26.41 -20.38
C 10.28 -26.78 -19.07
C 11.23 -26.66 -18.07
C 12.52 -26.23 -18.37
C 12.78 -25.76 -19.67
C 11.82 -25.87 -20.68
C 14.12 -25.17 -20.05
O 14.32 -24.77 -21.17
C 15.12 -24.97 -18.95
C 16.31 -24.28 -19.11
C 17.25 -24.18 -18.08
C 17.05 -24.90 -16.91
C 15.85 -25.56 -16.75
C 14.90 -25.64 -17.74
C 13.56 -26.19 -17.33
O 13.34 -26.58 -16.21
H 9.80 -26.40 -21.14
H 9.26 -27.13 -18.97
H 10.92 -27.05 -17.11
H 12.03 -25.43 -21.64
H 16.57 -23.76 -20.02
H 18.12 -23.58 -18.27
H 17.79 -24.89 -16.11
H 15.65 -25.94 -15.76
```

SMILES: O=C1c2ccccc2C(=O)c2ccccc21.CCCC#N.CCCC#N.CCCC#N.CCCC#N.CCCC#N.CCCC#N.ClCCCl.ClCCCl.ClCCCl.ClCCCl
max |F|: 1.64 eV/A
LUMO energy: -0.808 eV
E: -161988.0580 eV